1.
Molecular formula: C5H10O2
Method: DFT, ωB97M-V with the def2-TZVPD basis set

Each line ends with the natural charge from an NBO analysis.
Geometry (Å):
C (-0.916, -1.449, -1.076)  -0.62
C (-0.364, -1.133, 0.325)  -0.40
C (-0.713, 0.270, 0.828)  -0.39
C (-0.112, 1.398, 0.009)  -0.52
C (1.367, 1.266, -0.200)  0.80
O (1.977, 1.350, -1.224)  -0.57
O (2.006, 1.068, 0.991)  -0.72
H (-1.916, -1.868, -1.000)  0.21
H (-0.250, -2.113, -1.585)  0.21
H (-0.933, -0.546, -1.685)  0.20
H (0.709, -1.362, 0.387)  0.19
H (-0.654, -1.887, 1.026)  0.21
H (-0.398, 0.277, 1.872)  0.22
H (-1.799, 0.339, 0.797)  0.21
H (-0.586, 1.522, -0.957)  0.23
H (-0.240, 2.312, 0.575)  0.24
H (2.824, 0.557, 0.917)  0.50

structure (SMILES)	CCCCC(=O)O
relative energy (zero: lowest compared OMol25 entry of this formula, charge and spin)	59.1	kJ/mol
LUMO energy	0.0298	Eh
DFT total energy	-9442.431	eV
M	102.1	g mol⁻¹
HOMO	-10.4	eV

---

2.
Molecular formula: C5H10O2
Method: DFT, ωB97M-V with the def2-TZVPD basis set

Each line ends with the natural charge from an NBO analysis.
Geometry (Å):
C (2.321, -0.730, 0.722)  -0.25
O (0.940, -0.938, 0.493)  -0.51
C (0.515, -0.659, -0.761)  0.15
C (-0.777, -0.488, -1.045)  -0.29
C (-1.849, -0.519, 0.014)  -0.55
C (-2.075, 0.869, 0.580)  0.46
O (-1.986, 1.157, 1.749)  -0.52
H (2.931, -1.282, -0.006)  0.17
H (2.532, -1.105, 1.725)  0.20
H (2.574, 0.337, 0.675)  0.18
H (1.292, -0.617, -1.527)  0.18
H (-1.048, -0.302, -2.080)  0.22
H (-2.795, -0.870, -0.420)  0.23
H (-1.577, -1.180, 0.841)  0.24
H (-2.324, 1.647, -0.176)  0.10
H (0.571, 2.134, -0.518)  -0.01
H (0.773, 2.803, -0.260)  0.00

structure (SMILES)	CO/C=C\CC=O.[H][H]
relative energy (zero: lowest compared OMol25 entry of this formula, charge and spin)	316.6	kJ/mol
LUMO energy	0.0388	Eh
DFT total energy	-9439.762	eV
M	102.1	g mol⁻¹
HOMO	-8.8	eV

---

3.
Molecular formula: C5H10O2
Method: DFT, ωB97M-V with the def2-TZVPD basis set

Each line ends with the natural charge from an NBO analysis.
Geometry (Å):
C (-2.075, -0.498, 0.584)  -0.63
C (-1.140, 0.217, -0.389)  0.08
O (-1.107, 1.610, -0.128)  -0.72
C (0.223, -0.469, -0.380)  0.09
C (1.482, 0.293, -0.827)  -0.46
C (2.029, -0.104, 0.550)  -0.06
O (0.754, -0.625, 0.953)  -0.54
H (-3.029, 0.032, 0.638)  0.22
H (-2.261, -1.527, 0.256)  0.21
H (-1.629, -0.531, 1.583)  0.22
H (-1.539, 0.134, -1.408)  0.17
H (-0.308, 1.838, 0.351)  0.46
H (0.113, -1.449, -0.868)  0.18
H (2.008, -0.104, -1.697)  0.22
H (1.321, 1.366, -0.959)  0.21
H (2.357, 0.703, 1.214)  0.17
H (2.802, -0.884, 0.527)  0.17

structure (SMILES)	C[C@@H](O)[C@H]1CCO1
relative energy (zero: lowest compared OMol25 entry of this formula, charge and spin)	204.5	kJ/mol
LUMO energy	0.0348	Eh
DFT total energy	-9440.923	eV
M	102.1	g mol⁻¹
HOMO	-9.8	eV

---

4.
Molecular formula: C5H10O2
Method: DFT, ωB97M-V with the def2-TZVPD basis set

Each line ends with the natural charge from an NBO analysis.
Geometry (Å):
C (-0.851, -0.025, -1.808)  -0.73
C (-1.087, 0.219, -0.337)  0.60
O (-2.153, 0.650, 0.062)  -0.56
C (0.039, -0.004, 0.687)  0.14
C (0.697, -1.376, 0.544)  -0.62
C (1.071, 1.122, 0.514)  -0.62
O (-0.525, 0.076, 1.974)  -0.72
H (-0.329, 0.837, -2.240)  0.24
H (-1.817, -0.125, -2.306)  0.24
H (-0.240, -0.912, -1.993)  0.23
H (-0.049, -2.176, 0.579)  0.22
H (1.382, -1.517, 1.385)  0.23
H (1.273, -1.463, -0.383)  0.21
H (1.802, 1.043, 1.325)  0.23
H (0.583, 2.099, 0.593)  0.22
H (1.601, 1.062, -0.443)  0.21
H (-1.397, 0.489, 1.847)  0.49

structure (SMILES)	CC(=O)C(C)(C)O
relative energy (zero: lowest compared OMol25 entry of this formula, charge and spin)	74.2	kJ/mol
LUMO energy	0.0311	Eh
DFT total energy	-9442.274	eV
M	102.1	g mol⁻¹
HOMO	-10.0	eV

---

5.
Molecular formula: C5H10O2
Method: DFT, ωB97M-V with the def2-TZVPD basis set

Each line ends with the natural charge from an NBO analysis.
Geometry (Å):
C (0.598, 1.512, 1.806)  -0.61
C (0.735, 0.675, 0.524)  -0.01
O (1.936, -0.027, 0.598)  -0.72
C (-0.469, -0.203, 0.465)  0.00
C (-1.387, -0.644, -1.812)  -0.66
C (-0.481, -1.671, -1.702)  0.30
O (0.474, -1.677, -0.859)  -0.67
H (-0.291, 2.149, 1.779)  0.21
H (0.551, 0.860, 2.683)  0.22
H (1.484, 2.146, 1.899)  0.24
H (0.717, 1.365, -0.338)  0.18
H (1.859, -0.742, -0.059)  0.51
H (-0.451, -1.122, 1.039)  0.22
H (-1.423, 0.310, 0.445)  0.20
H (-1.004, 0.367, -1.707)  0.22
H (-2.291, -0.744, -2.405)  0.21
H (-0.557, -2.553, -2.356)  0.16

relative energy (zero: lowest compared OMol25 entry of this formula, charge and spin)	498.1	kJ/mol
LUMO energy (alpha / beta)	-0.0301 / -0.0302	Eh
DFT total energy	-9437.881	eV
M	102.1	g mol⁻¹
HOMO (alpha / beta)	-8.2 / -8.2	eV

---

6.
Molecular formula: C5H10O2
Method: DFT, ωB97M-V with the def2-TZVPD basis set

Each line ends with the natural charge from an NBO analysis.
Geometry (Å):
C (-1.153, -1.156, -1.389)  -0.64
C (-0.783, -0.642, -0.026)  0.05
O (0.555, -1.204, 0.330)  -0.42
C (1.235, -0.315, 0.965)  0.43
C (0.444, 0.847, 1.335)  -0.57
C (-0.525, 0.900, 0.048)  0.14
O (0.051, 1.387, -1.031)  -0.78
H (-1.029, -2.241, -1.462)  0.22
H (-0.535, -0.640, -2.128)  0.25
H (-2.202, -0.912, -1.585)  0.23
H (-1.456, -0.988, 0.769)  0.19
H (2.234, 0.745, -0.407)  -0.14
H (2.240, -0.598, 1.261)  0.22
H (-0.188, 0.587, 2.194)  0.25
H (1.012, 1.757, 1.522)  0.25
H (-1.453, 1.416, 0.373)  0.15
H (1.552, 1.056, -0.767)  0.18

relative energy (zero: lowest compared OMol25 entry of this formula, charge and spin)	460.1	kJ/mol
LUMO energy	-0.0026	Eh
DFT total energy	-9438.274	eV
M	102.1	g mol⁻¹
HOMO	-8.3	eV

---

7.
Molecular formula: C5H10O2
Method: DFT, ωB97M-V with the def2-TZVPD basis set

Each line ends with the natural charge from an NBO analysis.
Geometry (Å):
C (1.896, -0.075, -0.822)  -0.40
C (0.622, -0.336, -1.107)  -0.19
C (-0.583, 0.509, -0.789)  -0.32
C (-1.872, -0.256, -0.430)  -0.04
O (-2.037, 0.488, 0.780)  -0.53
C (-0.771, 1.133, 0.614)  -0.05
H (2.673, -0.806, -1.036)  0.21
H (2.221, 0.848, -0.344)  0.19
H (0.398, -1.291, -1.588)  0.20
H (-0.773, 1.252, -1.573)  0.23
H (-1.730, -1.329, -0.232)  0.17
H (-2.719, -0.128, -1.113)  0.18
H (-0.866, 2.224, 0.650)  0.18
H (-0.058, 0.804, 1.381)  0.17
O (1.236, -1.222, 2.208)  -0.93
H (1.495, -0.309, 2.040)  0.46
H (0.867, -1.506, 1.362)  0.47

structure (SMILES)	C=CC1COC1.O
relative energy (zero: lowest compared OMol25 entry of this formula, charge and spin)	289.9	kJ/mol
LUMO energy	0.0315	Eh
DFT total energy	-9440.038	eV
M	102.1	g mol⁻¹
HOMO	-9.9	eV

---

8.
Molecular formula: C5H10O2
Method: DFT, ωB97M-V with the def2-TZVPD basis set

Each line ends with the natural charge from an NBO analysis.
Geometry (Å):
C (-1.830, -0.366, -0.127)  -0.64
C (-0.602, 0.138, 0.616)  -0.27
C (0.367, 1.133, -0.076)  0.09
O (0.453, 0.901, -1.488)  -0.74
C (1.549, 0.393, 0.573)  -0.45
C (0.631, -0.840, 0.686)  0.11
O (0.721, -1.632, -0.473)  -0.72
H (-2.363, 0.427, -0.666)  0.20
H (-2.547, -0.833, 0.556)  0.22
H (-1.525, -1.132, -0.843)  0.23
H (-0.881, 0.561, 1.591)  0.21
H (0.244, 2.203, 0.132)  0.17
H (-0.422, 1.029, -1.881)  0.48
H (1.831, 0.810, 1.543)  0.22
H (2.439, 0.270, -0.053)  0.22
H (0.734, -1.502, 1.553)  0.18
H (0.711, -0.979, -1.204)  0.48

structure (SMILES)	C[C@@H]1[C@H](O)C[C@@H]1O
relative energy (zero: lowest compared OMol25 entry of this formula, charge and spin)	182.2	kJ/mol
LUMO energy	0.0298	Eh
DFT total energy	-9441.154	eV
M	102.1	g mol⁻¹
HOMO	-9.8	eV

---

9.
Molecular formula: C5H10O2
Method: DFT, ωB97M-V with the def2-TZVPD basis set

Each line ends with the natural charge from an NBO analysis.
Geometry (Å):
C (0.247, -0.777, 1.926)  -0.50
C (0.206, 0.271, 1.109)  0.33
C (1.427, 1.029, 0.644)  -0.68
O (-1.024, 0.821, 0.872)  -0.70
H (1.170, -1.084, 2.402)  0.20
H (-0.683, -1.263, 2.202)  0.21
H (2.298, 0.374, 0.514)  0.22
H (1.271, 1.565, -0.299)  0.21
H (1.667, 1.770, 1.409)  0.23
H (-1.140, 0.999, -0.072)  0.48
C (0.002, -0.865, -1.297)  -0.50
C (-0.897, -0.028, -1.805)  0.08
O (-2.243, -0.223, -1.806)  -0.68
H (-0.301, -1.773, -0.783)  0.21
H (1.060, -0.657, -1.357)  0.22
H (-0.642, 0.929, -2.257)  0.19
H (-2.418, -1.086, -1.402)  0.48

structure (SMILES)	C=C(C)O.C=CO
relative energy (zero: lowest compared OMol25 entry of this formula, charge and spin)	276.1	kJ/mol
LUMO energy	0.0322	Eh
DFT total energy	-9440.181	eV
M	102.1	g mol⁻¹
HOMO	-8.8	eV

---

10.
Molecular formula: C5H10O2
Method: DFT, ωB97M-V with the def2-TZVPD basis set

Each line ends with the natural charge from an NBO analysis.
Geometry (Å):
C (1.858, 1.138, -1.344)  -0.37
C (0.845, 1.173, -0.447)  -0.24
C (0.325, -0.091, 0.164)  -0.46
C (-0.653, -0.818, -0.461)  0.39
C (-0.680, -2.327, -0.532)  -0.68
O (-1.554, -0.231, -1.287)  -0.68
H (2.541, 1.989, -1.295)  0.20
H (2.107, 0.316, -2.006)  0.20
H (0.226, 2.078, -0.281)  0.20
H (0.443, -0.231, 1.224)  0.25
H (-0.956, -2.751, 0.455)  0.23
H (0.356, -2.596, -0.690)  0.23
H (-1.349, -2.790, -1.256)  0.23
H (-1.210, 0.648, -1.517)  0.48
O (-0.015, 0.956, 3.090)  -0.94
H (0.664, 1.537, 2.705)  0.47
H (-0.411, 1.506, 3.761)  0.47

structure (SMILES)	C=C/C=C(/C)O.O
relative energy (zero: lowest compared OMol25 entry of this formula, charge and spin)	409.4	kJ/mol
LUMO energy	0.0275	Eh
DFT total energy	-9438.799	eV
M	102.1	g mol⁻¹
HOMO	-7.7	eV

---

11.
Molecular formula: C5H10O2
Method: DFT, ωB97M-V with the def2-TZVPD basis set

Each line ends with the natural charge from an NBO analysis.
Geometry (Å):
C (-1.416, -0.705, -0.183)  -0.62
C (-0.443, 0.423, 0.169)  0.08
O (-0.740, 1.568, -0.664)  -0.75
C (-0.300, 0.666, 1.609)  -0.84
C (0.972, 0.056, -0.222)  0.65
C (1.353, -1.014, -1.176)  -0.73
O (1.987, 0.685, 0.289)  -0.62
H (-2.431, -0.372, 0.048)  0.23
H (-1.377, -0.932, -1.253)  0.21
H (-1.213, -1.616, 0.391)  0.21
H (-1.234, 2.163, -0.079)  0.48
H (-0.095, 1.703, 1.899)  0.19
H (-0.945, 0.123, 2.293)  0.21
H (2.440, -1.065, -1.272)  0.24
H (0.980, -1.966, -0.784)  0.26
H (0.879, -0.850, -2.150)  0.26
H (1.583, 1.132, 1.083)  0.52

relative energy (zero: lowest compared OMol25 entry of this formula, charge and spin)	428.7	kJ/mol
LUMO energy (alpha / beta)	-0.0030 / 0.0018	Eh
DFT total energy	-9438.600	eV
M	102.1	g mol⁻¹
HOMO (alpha / beta)	-6.8 / -7.0	eV

---

12.
Molecular formula: C5H10O2
Method: DFT, ωB97M-V with the def2-TZVPD basis set

Each line ends with the natural charge from an NBO analysis.
Geometry (Å):
C (-1.816, -0.853, 2.226)  -0.45
C (-0.927, -0.541, 1.162)  -0.18
C (-0.862, -0.865, -0.259)  -0.37
C (-0.461, -0.085, -1.316)  0.37
C (-0.801, -0.218, -2.742)  -0.70
O (0.464, 0.905, -1.013)  -0.71
H (-1.264, -0.929, 3.293)  0.21
H (-2.835, -0.820, 2.021)  0.20
H (-0.205, 0.272, 1.378)  0.16
H (-1.172, -1.895, -0.508)  0.21
H (-1.729, -0.936, -2.762)  0.24
H (-1.191, 0.703, -3.347)  0.25
H (0.014, -0.480, -3.517)  0.24
H (0.728, 1.064, -0.103)  0.50
O (3.204, 1.038, 1.719)  -0.92
H (4.044, 0.980, 2.187)  0.46
H (3.460, 1.878, 1.281)  0.46

structure (SMILES)	C=C/C=C(/C)O.O
relative energy (zero: lowest compared OMol25 entry of this formula, charge and spin)	471.5	kJ/mol
LUMO energy	0.0164	Eh
DFT total energy	-9438.156	eV
M	102.1	g mol⁻¹
HOMO	-7.4	eV

---

13.
Molecular formula: C5H10O2
Method: DFT, ωB97M-V with the def2-TZVPD basis set

Each line ends with the natural charge from an NBO analysis.
Geometry (Å):
C (-1.094, 1.717, -1.302)  -0.25
O (-0.463, 0.900, -0.348)  -0.57
C (0.366, -0.096, -0.927)  -0.06
C (0.864, -0.994, 0.184)  -0.32
C (1.441, -0.409, 1.389)  -0.50
C (-0.221, -1.435, 1.178)  0.15
O (-1.353, -0.742, 1.543)  -0.69
H (-0.350, 2.259, -1.900)  0.17
H (-1.715, 2.436, -0.761)  0.20
H (-1.727, 1.123, -1.977)  0.17
H (-0.237, -0.744, -1.575)  0.17
H (1.153, 0.399, -1.528)  0.18
H (1.447, -1.835, -0.212)  0.23
H (2.293, -0.875, 1.891)  0.21
H (1.264, 0.644, 1.627)  0.21
H (-0.204, -2.332, 1.808)  0.20
H (-1.465, -0.016, 0.911)  0.49

relative energy (zero: lowest compared OMol25 entry of this formula, charge and spin)	383.5	kJ/mol
LUMO energy	0.0328	Eh
DFT total energy	-9439.068	eV
M	102.1	g mol⁻¹
HOMO	-7.4	eV

---

14.
Molecular formula: C5H10O2
Method: DFT, ωB97M-V with the def2-TZVPD basis set

Each line ends with the natural charge from an NBO analysis.
Geometry (Å):
C (-1.852, -0.286, -0.749)  -0.65
C (-0.953, 0.497, 0.158)  0.10
O (-1.514, -0.193, 1.842)  -0.90
C (0.390, 0.101, 0.385)  -0.08
C (1.297, -0.712, -0.532)  -0.45
C (2.269, 0.462, -0.326)  -0.05
O (1.389, 1.114, 0.603)  -0.53
H (-2.907, -0.114, -0.529)  0.23
H (-1.651, 0.021, -1.786)  0.23
H (-1.643, -1.357, -0.666)  0.23
H (-1.204, 1.543, 0.333)  0.22
H (-1.544, 0.531, 2.491)  0.47
H (-0.342, -0.367, 1.545)  0.44
H (1.644, -1.665, -0.123)  0.21
H (0.951, -0.872, -1.559)  0.20
H (2.437, 1.077, -1.221)  0.17
H (3.235, 0.220, 0.133)  0.17

relative energy (zero: lowest compared OMol25 entry of this formula, charge and spin)	513.0	kJ/mol
LUMO energy	0.0343	Eh
DFT total energy	-9437.726	eV
M	102.1	g mol⁻¹
HOMO	-7.6	eV

---

15.
Molecular formula: C5H10O2
Method: DFT, ωB97M-V with the def2-TZVPD basis set

Each line ends with the natural charge from an NBO analysis.
Geometry (Å):
O (0.530, 0.399, 1.382)  -0.23
C (-0.062, -0.578, 1.132)  0.81
O (-0.366, -1.558, 2.086)  -0.58
C (-0.471, -1.047, -0.370)  -0.43
C (-1.081, 0.252, -1.036)  -0.39
C (-0.027, 1.387, -1.231)  -0.41
C (1.365, 1.008, -1.714)  -0.62
H (-0.186, -1.165, 2.961)  0.52
H (0.302, -1.441, -1.068)  0.29
H (-1.317, -1.699, -0.199)  0.28
H (-1.961, 0.471, -0.470)  0.24
H (-1.212, -0.085, -2.086)  0.29
H (0.082, 1.986, -0.360)  0.27
H (-0.490, 2.163, -1.835)  0.26
H (1.963, 1.985, -1.669)  0.26
H (1.857, 0.289, -1.015)  0.21
H (1.299, 0.628, -2.702)  0.23

relative energy (zero: lowest compared OMol25 entry of this formula, charge and spin)	143.7	kJ/mol
net charge	+1
LUMO energy (alpha / beta)	-0.1567 / -0.3712	Eh
DFT total energy	-9431.612	eV
2S+1	2
M	102.1	g mol⁻¹
HOMO (alpha / beta)	-16.2 / -16.0	eV